Computed, not measured: a molecular structure, C19H20Cl2N8O5PtS, with wB97M-V/def2-TZVPD.

net charge = +2
HOMO (alpha / beta) = -0.48361 / -0.54234 Eh
energy relative to the best compared isomer or geometry (same formula, charge and spin) = 450.8 kJ/mol
2S+1 = 5
expectation value of S² = 6.1069

Geometry as XYZ:
```
56
C19H20Cl2N8O5PtS | OMol25 | wB97M-V/def2-TZVPD
C -0.88263 3.62998 1.46838
O -0.53119 -2.08975 -1.22808
C 2.64624 -2.34308 -3.29618
N -0.38507 2.38470 1.48171
O -1.33219 1.71284 4.84974
H -0.02392 -2.72102 -6.12072
C -2.53937 -0.47911 2.23534
N -1.21147 1.58671 2.36856
H -2.80107 3.12847 2.10055
N -0.11867 4.67800 1.25030
H 3.01584 3.19252 1.29527
H -5.64197 -2.79847 2.95293
H -1.96364 -1.35243 5.40392
H 3.87865 1.68220 0.74680
C -3.86341 -1.85684 3.69480
C 3.64458 2.68818 0.45465
H 1.76940 5.15104 1.54256
C 2.95415 -2.79381 -4.54215
C 1.30782 -2.04685 -3.03212
Cl 4.77443 3.75426 -0.25998
C -4.82049 -2.16655 2.67976
H -0.67262 -1.95927 -3.74920
H 1.53786 -3.23664 -7.53364
H 1.42821 4.76956 0.00896
C -1.77349 -0.70825 4.56140
N -3.39013 -0.10860 0.00791
C 2.02930 -2.93882 -5.54946
N -1.49768 0.37531 1.81435
C 2.52971 -1.20426 -0.19055
N 1.52284 -0.43365 -0.79757
S 0.84288 -1.82488 -1.42401
Cl 2.39750 2.37134 -0.89087
O 3.53914 -1.08706 0.40635
H 0.41145 1.86634 3.71605
C -2.73462 -0.98154 3.52317
C -3.48557 -0.74037 1.20497
N 1.21103 4.52375 0.96971
C -0.77830 0.37002 4.58269
C 0.68872 -2.67823 -5.30253
O -0.79332 -0.03985 0.87429
C 0.36850 -2.20573 -4.06634
C 2.42677 -3.34738 -6.92375
H -0.50454 5.55642 1.32704
C -4.64790 -1.66367 1.43939
H 0.11007 0.18078 5.23224
H 3.38845 -2.35251 -2.53699
H 2.47468 -4.39640 -6.85399
H -4.02578 -2.19431 4.65973
H -5.20437 -1.75981 0.52428
C -0.60422 1.44861 3.68674
N -2.16677 3.89070 1.87664
O 1.99486 -2.52067 -0.55681
Pt 0.63030 1.13883 0.13545
H 4.01262 -2.89956 -4.78968
H -2.52732 4.80567 1.81836
H 3.38573 -2.95686 -7.25036
```

Computed, not measured: a single C19H20ClN7O molecule, with wB97M-V/def2-TZVPD.

net charge = 0
HOMO = -0.29440 Eh
energy relative to the best compared isomer or geometry (same formula, charge and spin) = 231.6 kJ/mol
structure (SMILES) = O=C1CCN(c2nc(Nc3cc(C4CC4)[nH]n3)c3cc(Cl)ccc3n2)CCN1

Geometry as XYZ:
```
48
C19H20ClN7O | OMol25 | wB97M-V/def2-TZVPD
H 5.49218 1.66154 1.86534
H 7.07670 0.44011 0.67672
C -3.89334 0.29350 -2.08135
H -1.54319 -2.44238 4.96842
C 0.25850 -1.16933 2.39271
C 5.08799 1.04370 1.03838
H 3.12461 1.00766 1.99045
C -2.13343 0.64335 -0.82160
C 6.05045 -0.72211 -0.51734
C -0.03911 -2.01591 3.54565
C -3.03572 1.33594 -1.72028
C 1.65455 -0.36401 0.84778
Cl -3.66035 -0.96101 4.43425
N 1.46554 -1.12903 1.89329
C -2.24368 -1.06152 3.50476
C -1.95829 -0.23699 2.47221
N 6.09136 0.22196 0.43244
C 3.42117 -0.38332 -0.98900
N -2.27316 -0.68368 -0.83014
H 4.98663 -1.32309 -2.30758
C -5.05729 0.37413 -2.97539
C -0.68862 -0.28620 1.78722
C -6.24401 1.33210 -2.75940
C 4.74159 -1.20817 -1.24545
H 3.61481 0.68540 -1.24047
H 2.45619 -0.65184 -1.57869
H -1.01667 2.20602 -0.04767
H -6.08137 2.09311 -2.08055
C -0.36957 0.44280 0.64768
H 4.19472 -0.37043 2.27375
N 2.96079 -0.35484 0.44512
H -5.32855 -0.63249 -3.23502
N -1.27680 1.26469 -0.02419
H -4.73478 2.34353 -3.95597
H -7.26604 1.13868 -3.04835
C -1.29480 -1.91416 4.08523
N -3.32784 -0.87112 -1.65205
H -3.72685 -1.76759 -1.80574
N 0.86146 0.55387 0.19301
H 0.57309 -2.78496 3.81726
C 3.87722 0.34238 1.51803
H -2.73661 0.44839 2.18797
H 4.46189 -2.13427 -0.79665
H -3.09342 2.36799 -2.01312
H -5.89105 1.33910 -4.92416
O 7.04961 -1.31023 -0.69291
C -5.36337 1.48293 -3.94400
H 4.77685 1.71577 0.26944
```

Computed, not measured: 2 unconnected molecules or ions with the total composition C19H20F3O2S, with wB97M-V/def2-TZVPD.

net charge = -1
HOMO = -0.08848 Eh

Geometry as XYZ:
```
45
C19H20F3O2S | OMol25 | wB97M-V/def2-TZVPD
F -1.74866 3.34302 2.80632
H 3.47649 -2.34771 0.74744
C -0.67252 -1.48518 0.83491
H -5.43790 0.12168 0.30773
C 2.05234 0.55033 -0.34986
C -1.09689 -0.53362 1.75904
H 1.11141 -3.55700 2.88651
C 2.68000 -0.34858 0.51817
H 0.16726 -0.01616 -4.19255
C 2.95288 -1.65219 0.09399
H 2.71076 0.73208 -4.26089
H 0.41991 -3.30645 0.49564
H 1.74767 2.23699 -4.54984
H 1.81709 1.55862 0.00264
H 2.70161 -3.07798 -1.50555
H 2.94151 -0.03938 1.52849
H 3.02093 2.28747 -3.39361
H -0.65680 1.52542 -3.83250
H -0.75242 0.22616 -2.65717
O 1.03640 2.43237 -2.17144
C -3.34679 -0.08981 0.55337
H 1.42960 -1.53065 -2.96220
C 2.52527 -2.06020 -1.16723
C 2.25936 1.61461 -3.80228
C -2.21732 0.44277 1.47474
H 0.65505 -1.66783 4.48235
H -2.62835 0.80843 2.42665
F -0.28102 3.88148 1.23541
C -0.51162 -0.56485 3.03274
C 0.55053 -2.68092 2.55929
H -4.89206 -0.26876 1.95622
C 0.11773 -2.56952 1.23777
C 1.71999 0.17322 -1.66224
C 0.27275 -1.64271 3.45679
C 1.85024 -1.16960 -2.01709
C 1.17156 1.24146 -2.68453
S -1.95543 1.99546 0.59828
F -0.01695 2.03633 2.36243
C -0.09235 0.69380 -3.39486
C -4.67929 0.31055 1.05775
H -4.65769 1.37383 1.33537
H -0.98755 -1.38656 -0.20066
C -0.95952 2.85333 1.80609
O -3.10382 -0.70736 -0.46671
H -0.69341 0.26361 3.71508
```

Computed, not measured: a single C19H20FN5O molecule, with wB97M-V/def2-TZVPD.

net charge = 0
HOMO = -0.30426 Eh
energy relative to the best compared isomer or geometry (same formula, charge and spin) = 220.2 kJ/mol
structure (SMILES) = CC(C)(C)C(=O)n1nc(-c2ccncn2)cc1NCc1ccc(F)cc1

Geometry as XYZ:
```
46
C19H20FN5O | OMol25 | wB97M-V/def2-TZVPD
H 3.55997 5.55172 -2.65752
H -3.44192 -0.54702 3.44398
N 0.56288 -4.89175 0.15635
H 2.08849 2.05498 0.79783
C -4.25611 0.42053 1.11856
C 2.03728 1.82634 -0.25390
O -1.92868 1.15506 -0.08856
H -3.40205 -2.15070 -0.00455
H -0.07018 5.90855 -0.52538
C 0.63544 -2.38207 -0.21987
H 3.72180 3.29168 -1.92904
C 1.86964 3.24353 -0.81126
H -4.96061 0.12047 1.92940
C 1.36588 -1.24663 -0.56787
N -0.46116 -2.07786 0.43963
H -3.90992 1.49371 1.30386
H 2.39143 -1.27274 -0.82979
H -1.79448 -0.94830 2.99019
C 1.07061 -6.18484 -0.12684
H -0.01754 3.48964 0.13884
C 2.93675 3.80858 -1.55119
C -3.47285 -1.88043 0.96872
C 2.48367 -3.97979 -0.90024
C 0.53247 -0.18316 -0.31969
N -0.64864 -0.79246 0.13100
C 1.66868 5.96304 -1.58229
H -4.72243 0.50754 0.12183
N 0.72272 1.15971 -0.46566
H -0.04519 1.71690 -0.16681
C 0.77833 3.98980 -0.37904
F 1.48355 7.12626 -2.05960
H 0.51843 -7.04694 0.36632
H -4.49361 -2.09702 1.15440
C -2.98388 -0.45726 1.28658
C 2.92599 -5.25961 -1.16619
C 1.22198 -3.79130 -0.27139
C -2.59981 -0.28619 2.72805
C 2.82675 5.13158 -1.94347
H 3.95833 -5.51919 -1.54515
H 2.85189 1.22313 -0.64323
H 3.06341 -3.23164 -1.39838
C -1.85870 -0.03005 0.31123
H -2.92609 -2.59063 1.48408
C 0.78610 5.34210 -0.77865
H -2.33255 0.74221 3.09733
N 2.26389 -6.41948 -0.78261
```

Number 1: total energy -81285.76714 eV. Number 2: total energy -45025.08949 eV. Number 3: total energy -43109.70257 eV. Number 4: total energy -32239.75121 eV.